(1)
DFT (ωB97M-V/def2-TZVPD) results for one molecule with the formula C5H8NP in a non-equilibrium geometry.

Output
SMILES	NPC1C=CC=C1
orbital gap	8.48	eV

```
! wB97M-V def2-TZVPD RIJCOSX def2/J DEFGRID3
* xyz 0 1
N -1.4039 -0.5019 -2.2480
P -1.6379 0.8195 -1.1401
C -0.0704 0.8734 0.3906
C -0.2348 -0.4163 1.1700
C 1.0034 -0.9043 1.3580
C 2.0140 -0.1261 0.7482
C 1.3692 1.0202 0.2593
H -2.1996 -1.1379 -2.1582
H -1.2838 -0.3080 -3.2370
H -2.3102 0.0292 -0.2182
H -0.5179 1.7694 0.8637
H -1.0704 -0.7152 1.8028
H 1.3098 -1.7113 1.9318
H 3.1127 -0.4433 0.7209
H 1.9198 1.7529 -0.2438
*
```

---

(2)
DFT (ωB97M-V/def2-TZVPD) results for one molecule with the formula C5H8O in a non-equilibrium geometry.

Output
SMILES	O=CC1CCC1
orbital gap	10.74	eV

```
! wB97M-V def2-TZVPD RIJCOSX def2/J DEFGRID3
* xyz 0 1
O 2.5182 -0.2386 -0.7876
C 1.9042 0.3220 0.0885
C 0.5061 -0.0236 0.5012
C -0.2217 -1.1472 -0.2446
C -1.5127 -0.0822 -0.2583
C -0.5720 1.0105 0.0738
H 2.3573 1.1817 0.6315
H 0.4767 -0.1629 1.5897
H 0.1424 -1.2598 -1.2664
H -0.2279 -2.1352 0.2349
H -2.1208 -0.0901 -1.1477
H -2.0273 -0.6686 0.5773
H -0.2865 1.5260 -0.8489
H -0.8656 1.7434 0.8238
*
```

---

(3)
DFT (ωB97M-V/def2-TZVPD) results for one molecule with the formula C5H8O.

Output
orbital gap	8.81	eV

```
! wB97M-V def2-TZVPD RIJCOSX def2/J DEFGRID3
* xyz 0 1
C -0.9711 -1.0732 -0.2585
C 0.1112 0.0623 -0.5632
C -0.9190 1.1286 0.0218
C -1.0866 -0.0890 0.8130
O 1.3285 -0.1174 1.5240
C 1.4666 -0.0503 0.1363
H -1.6797 -1.0656 -1.0900
H -0.6393 -2.0806 0.0008
H 0.1841 0.1908 -1.6498
H -1.6267 1.3641 -0.7761
H -0.5465 2.0201 0.5288
H 0.3223 -0.1730 1.7248
H 1.9840 -0.9421 -0.2613
H 2.0722 0.8254 -0.1505
*
```

---

(4)
DFT (ωB97M-V/def2-TZVPD) results for one molecule with the formula C5H8O.

Output
SMILES	O=CC1CCC1
orbital gap	10.83	eV

```
! wB97M-V def2-TZVPD RIJCOSX def2/J DEFGRID3
* xyz 0 1
O 2.1871 -0.1707 -1.2078
C 1.8013 0.3653 -0.1960
C 0.5738 -0.0329 0.5799
C -0.2491 -1.1774 -0.0452
C -1.3378 -0.1646 -0.4622
C -0.6116 0.9508 0.3248
H 2.3399 1.2500 0.2119
H 0.8464 -0.1487 1.6359
H 0.2597 -1.6846 -0.8676
H -0.5936 -1.9182 0.6804
H -1.3695 0.0129 -1.5400
H -2.3496 -0.3874 -0.1148
H -0.3717 1.8576 -0.2413
H -1.1254 1.2478 1.2421
*
```

---

(5)
DFT (ωB97M-V/def2-TZVPD) results for C5H8O as an isolated structure.

Output
orbital gap	8.52	eV

```
! wB97M-V def2-TZVPD RIJCOSX def2/J DEFGRID3
* xyz 0 1
C -1.3651 -1.0137 -0.1202
C -0.4669 0.6453 -0.4093
C 0.0774 1.3929 0.7073
C 1.0100 0.6748 -0.2143
C 1.7489 -0.4895 0.3568
O 2.8093 -0.9016 -0.0464
H -1.4435 -1.4967 0.8631
H -2.3547 -0.8896 -0.5602
H -0.7080 -1.6199 -0.7439
H -1.0190 0.9216 -1.3043
H -1.0365 0.0945 0.5368
H -0.0422 2.4711 0.7334
H 1.5445 1.1472 -1.0445
H 1.2457 -0.9366 1.2457
*
```

---

(6)
DFT (ωB97M-V/def2-TZVPD) results for one molecule with the formula C5H8O in a non-equilibrium geometry.

Output
SMILES	C1OC[C@@H]2C[C@@H]12
orbital gap	9.55	eV

```
! wB97M-V def2-TZVPD RIJCOSX def2/J DEFGRID3
* xyz 0 1
C -1.1077 -1.0928 -0.2317
O -0.0774 -1.3148 -1.1223
C 1.1237 -0.2765 -0.8600
C 0.2745 0.9260 -0.3742
C -0.0012 1.3783 0.9126
C -0.4396 0.0489 0.7521
H -2.0635 -0.8688 -0.7450
H -1.4441 -1.9002 0.5263
H 1.8519 -0.1883 -1.7685
H 1.9262 -0.8158 -0.1347
H -0.3520 1.1911 -1.2509
H 0.7328 1.3777 1.7380
H -0.7559 2.0358 1.0918
H 0.3322 -0.5007 1.4665
*
```

---

(7)
DFT (ωB97M-V/def2-TZVPD) results for C5H8O as an isolated structure.

Output
orbital gap (spin up / spin down)	7.44 / 7.44	eV

```
! wB97M-V def2-TZVPD RIJCOSX def2/J DEFGRID3
* xyz 0 1
C 1.5751 -0.2799 0.4400
C 0.5430 0.5229 -0.3572
C -0.5174 -0.2383 -1.0976
C -1.2936 -0.9201 -0.1059
O -1.4625 0.4019 1.0175
C -0.5741 1.1222 0.4095
H 1.1021 -0.9111 1.1991
H 2.2845 0.3767 0.9554
H 2.1285 -0.9307 -0.2451
H 1.0358 1.2876 -0.9632
H -0.9927 0.1859 -1.9756
H -0.8192 -1.6575 0.5436
H -2.3347 -1.1556 -0.3183
H -0.6865 2.2075 0.5123
*
```

---

(8)
DFT (ωB97M-V/def2-TZVPD) results for one molecule with the formula C5H8O in a non-equilibrium geometry.

Output
SMILES	C=CC(O)C=C
orbital gap	10.70	eV

```
! wB97M-V def2-TZVPD RIJCOSX def2/J DEFGRID3
* xyz 0 1
C -1.8742 -0.9325 -0.3791
C -1.4349 0.1910 0.2319
C 0.0490 0.6057 0.5653
O 0.4518 1.4490 -0.4629
C 0.9140 -0.5678 0.6380
C 1.8568 -0.8168 -0.3337
H -2.9309 -1.0294 -0.6009
H -1.3565 -1.8256 -0.5936
H -2.1026 1.0596 0.3358
H 0.0374 1.3152 1.5103
H 0.3074 1.0821 -1.3128
H 0.8000 -1.1636 1.6149
H 2.5463 -1.7200 -0.2738
H 2.0203 -0.1881 -1.3115
*
```

---

(9)
DFT (ωB97M-V/def2-TZVPD) results for C5H8O as an isolated structure in a non-equilibrium geometry.

Output
orbital gap	10.32	eV

```
! wB97M-V def2-TZVPD RIJCOSX def2/J DEFGRID3
* xyz 0 1
C -1.4526 0.6995 0.1101
C -0.1384 0.0139 0.0617
C 1.0808 0.4697 0.8526
C 1.1341 0.2792 -0.6320
O 1.3617 -1.0383 -1.0699
C 0.1426 -1.4336 -0.3961
H -1.2828 1.7567 0.3374
H -2.0938 0.2932 0.9042
H -1.9630 0.6024 -0.8491
H 1.1409 1.5146 1.1514
H 1.0291 -0.2788 1.6145
H 1.3050 1.1247 -1.2897
H 0.3441 -2.2389 0.3271
H -0.6079 -1.7644 -1.1222
*
```

---

Energy relative to the best compared isomer or geometry (same formula, charge and spin) across the listed records, respectively: 171.5; 172.3; 436.3; 113.4; 629.4; 578.3; 401.3; 245.8; 291.8 kJ/mol.